Below is a structure of composition C33H36F3N3OPtS2, with properties calculated with ωB97M-V with the def2-TZVPD basis set.

Results
**Spin multiplicity**: 3
**ΔE to the lowest compared entry with this formula, charge and spin**: 0.000 eV
**Electronic energy**: -2733.2493 hartree
**<S²>**: 2.01
**Net charge**: +2

The geometry in XYZ format:
```
79
Properties=species:S:1:pos:R:3:forces:R:3
Pt -0.4592 0.2816 0.7824 0.0 0.0 0.0
F -0.8832 -9.2334 0.2443 0.0 0.0 0.0
C -1.6748 -8.4556 -0.5040 0.0 0.0 0.0
F -1.4292 -8.7473 -1.7924 0.0 0.0 0.0
F -2.9468 -8.8060 -0.2558 0.0 0.0 0.0
C -1.4519 -6.9921 -0.2296 0.0 0.0 0.0
C -2.2684 -6.0654 -0.8678 0.0 0.0 0.0
C -2.0845 -4.7151 -0.6420 0.0 0.0 0.0
C -1.0808 -4.2793 0.2290 0.0 0.0 0.0
C -0.2670 -5.2194 0.8600 0.0 0.0 0.0
C -0.4514 -6.5739 0.6308 0.0 0.0 0.0
C -0.8850 -2.8746 0.4516 0.0 0.0 0.0
C -0.7303 -1.6773 0.5692 0.0 0.1 0.0
H -3.0483 -6.4053 -1.5370 0.0 0.0 0.0
H -2.7152 -3.9862 -1.1320 0.0 0.0 0.0
H 0.5152 -4.8868 1.5301 0.0 0.0 0.0
H 0.1797 -7.3019 1.1206 0.0 0.0 0.0
N -0.3495 2.4041 0.9103 -0.1 0.0 0.0
S 0.2707 3.1101 -0.4154 0.0 0.0 0.0
C 0.8118 4.7396 0.0498 0.0 0.0 0.1
C 1.5361 5.4558 -0.8940 0.0 0.0 0.0
C 1.9693 6.7331 -0.5784 0.0 0.0 0.0
C 1.6858 7.2755 0.6689 0.0 0.0 0.0
C 0.9720 6.5428 1.6062 0.0 0.0 0.0
C 0.5303 5.2626 1.3007 0.0 0.0 0.0
C -1.0918 3.4778 -1.5021 0.0 0.0 0.0
C -1.7650 4.6914 -1.4906 0.0 0.0 0.0
C -2.8596 4.8543 -2.3274 0.0 0.0 0.0
C -3.2691 3.8171 -3.1541 0.0 0.0 0.0
C -2.5875 2.6069 -3.1551 0.0 0.0 0.0
C -1.4885 2.4331 -2.3303 0.0 0.0 0.0
H -1.2110 2.8796 1.1703 0.0 0.0 0.0
H 1.7514 5.0288 -1.8663 0.0 0.0 0.0
H 2.5308 7.3033 -1.3055 0.0 0.0 0.0
H 2.0272 8.2725 0.9120 0.0 0.0 0.0
H 0.7567 6.9698 2.5763 0.0 0.0 0.0
H -0.0166 4.6786 2.0282 0.0 0.0 0.0
H -1.4409 5.5035 -0.8528 0.0 0.0 0.0
H -3.3903 5.7965 -2.3348 0.0 0.0 0.0
H -4.1214 3.9546 -3.8056 0.0 0.0 0.0
H -2.9073 1.8022 -3.8034 0.0 0.0 0.0
H -0.9451 1.4956 -2.3287 0.0 0.0 0.0
C -0.0333 -1.5758 -5.6158 0.0 0.0 0.0
C 0.5878 -1.3959 -4.2612 0.0 0.0 0.0
C 1.0509 -0.1368 -3.8608 0.0 0.0 0.0
C 1.6191 0.0515 -2.6166 0.0 0.1 0.0
C 1.7238 -1.0356 -1.7551 0.0 0.0 0.0
C 1.2617 -2.2901 -2.1200 0.0 0.0 0.0
C 0.7033 -2.4636 -3.3772 0.0 0.0 0.0
S 2.4126 -0.8704 -0.1430 0.0 0.0 0.1
C 4.0357 -0.2476 -0.5459 0.0 0.0 0.0
O 1.7617 0.3734 0.5225 0.1 -0.1 0.0
H 0.5592 -1.0821 -6.3857 0.0 0.0 0.0
H -1.0324 -1.1356 -5.6383 0.0 0.0 0.0
H -0.1259 -2.6287 -5.8743 0.0 0.0 0.0
H 0.9743 0.6985 -4.5469 0.0 0.0 0.0
H 1.9768 1.0307 -2.3155 0.0 0.0 0.0
H 1.3244 -3.1205 -1.4277 0.0 0.0 0.0
H 0.3467 -3.4431 -3.6703 0.0 0.0 0.0
H 3.9331 0.6682 -1.1251 0.0 0.0 0.0
H 4.5520 -1.0152 -1.1210 0.0 0.0 0.0
H 4.5607 -0.0587 0.3879 0.0 0.0 0.0
N 0.0491 0.0001 5.8315 0.0 0.0 0.0
C -0.4736 -1.2141 5.1023 0.0 0.0 0.0
C -0.9157 -0.8117 3.7064 0.0 0.0 0.0
N 0.1482 -0.1345 2.9606 0.0 0.0 0.0
C 0.6788 1.0284 3.6708 0.0 0.0 0.0
C 1.1622 0.6755 5.0695 0.0 0.0 0.0
H 0.3747 -0.2656 6.7628 0.0 0.0 0.0
H -0.7170 0.6632 5.9727 0.0 0.0 0.0
H -1.2943 -1.6284 5.6849 0.0 0.0 0.0
H 0.3442 -1.9343 5.0781 0.0 0.0 0.0
H -1.7764 -0.1387 3.7570 0.0 0.0 0.0
H -1.2274 -1.6939 3.1465 0.0 0.0 0.0
H 0.8920 -0.7881 2.7249 0.0 0.0 0.0
H -0.1074 1.7861 3.7169 0.0 0.0 0.0
H 1.4969 1.4558 3.0929 0.0 0.0 0.0
H 1.4651 1.5580 5.6301 0.0 0.0 0.0
H 1.9910 -0.0320 5.0467 0.0 0.0 0.0
```
Forces are in eV/Å.

Mulliken population analysis, charges in e, atoms 1 to 8: atom 1 (Pt): 1.239, atom 2 (F): -0.275, atom 3 (C): 0.822, atom 4 (F): -0.244, atom 5 (F): -0.246, atom 6 (C): 0.316, atom 7 (C): -0.992, atom 8 (C): -0.542